Entry 1:
{"formula": "C6H8", "method": "ωB97M-V with the def2-TZVPD basis set", "species": ["C", "C", "C", "C", "C", "C", "H", "H", "H", "H", "H", "H", "H", "H"], "coordinates": [[1.48593, 0.00306, 0.09317], [0.81504, -1.15778, 0.11553], [-0.66770, -1.22890, -0.26141], [-1.46433, 0.07117, 0.22217], [-0.57011, 1.25040, -0.01102], [0.73530, 1.22511, -0.11742], [2.56238, -0.06372, 0.22539], [1.43922, -2.02588, 0.11647], [-0.87918, -1.30244, -1.28631], [-1.13031, -2.06685, 0.25956], [-1.64552, 0.05842, 1.33853], [-2.38935, 0.12023, -0.34489], [-1.18117, 2.10582, -0.19232], [1.21913, 2.19603, -0.36248]], "forces_ev_per_a": [[-0.4, -1.0, 0.3], [-0.3, 0.8, -1.4], [-0.5, 1.0, 3.3], [2.1, -1.5, 0.9], [-2.3, -0.2, -0.7], [1.3, 1.7, -0.2], [-0.1, 0.5, 0.0], [-0.2, -0.8, 0.3], [0.3, -0.4, -1.7], [0.0, -0.3, -0.3], [-0.2, -0.3, -1.1], [-0.1, 0.2, 0.2], [0.3, 1.1, 0.0], [0.0, -0.9, 0.3]], "lowdin_charge": [-0.111, -0.090, -0.161, -0.171, -0.140, -0.125, 0.098, 0.084, 0.087, 0.096, 0.128, 0.100, 0.091, 0.112], "smiles": "C1=CCCC=C1", "e_above_lowest_kcal_mol": 11.89, "total_charge": 0}

=====

Entry 2:
{"formula": "C28H78CdF6NO17S2", "method": "ωB97M-V with the def2-TZVPD basis set", "species": ["Cd", "C", "F", "F", "F", "S", "O", "O", "N", "S", "O", "O", "C", "F", "F", "F", "C", "C", "O", "H", "H", "H", "H", "H", "H", "C", "C", "O", "H", "H", "H", "H", "H", "H", "C", "C", "O", "H", "H", "H", "H", "H", "H", "C", "C", "O", "H", "H", "H", "H", "H", "H", "C", "C", "O", "H", "H", "H", "H", "H", "H", "C", "C", "O", "H", "H", "H", "H", "H", "H", "C", "C", "O", "H", "H", "H", "H", "H", "H", "C", "C", "O", "H", "H", "H", "H", "H", "H", "C", "C", "O", "H", "H", "H", "H", "H", "H", "C", "C", "O", "H", "H", "H", "H", "H", "H", "C", "C", "O", "H", "H", "H", "H", "H", "H", "C", "C", "O", "H", "H", "H", "H", "H", "H", "C", "C", "O", "H", "H", "H", "H", "H", "H"], "coordinates": [[-1.34001, -2.21569, 1.49792], [-1.48734, 0.93009, -1.07721], [-2.19037, -0.14728, -1.51750], [-0.35746, 0.94429, -1.75031], [-2.20084, 2.03189, -1.27890], [-1.30865, 0.75654, 0.80349], [-0.87465, 2.02609, 1.34190], [-2.57189, 0.25643, 1.30497], [-0.26426, -0.63521, 0.97769], [1.13498, -0.02968, 1.38247], [1.58926, 1.10348, 0.60035], [1.33031, 0.09945, 2.81812], [2.30908, -1.43606, 0.89460], [2.18821, -1.66140, -0.40980], [3.51294, -1.00494, 1.18530], [1.99596, -2.52509, 1.61446], [-5.32239, 0.74423, -2.19357], [-5.70966, -0.46369, -1.32313], [-5.18629, -0.31042, -0.02810], [-5.75741, 0.59208, -3.18173], [-4.24027, 0.81472, -2.25801], [-5.71182, 1.67079, -1.76947], [-5.28581, -1.39779, -1.69688], [-6.79700, -0.56096, -1.28062], [-5.65802, 0.43053, 0.36663], [-4.43630, 4.12177, -0.10665], [-4.69486, 4.37072, -1.57182], [-6.07179, 4.42107, -1.86842], [-4.64849, 5.03313, 0.45507], [-3.37215, 3.92290, 0.02187], [-5.06073, 3.32294, 0.29201], [-4.25112, 3.52566, -2.11112], [-4.14396, 5.22848, -1.96535], [-6.25444, 4.12134, -2.76121], [5.65109, 0.66933, 2.78061], [5.17166, 2.07381, 2.44323], [4.84313, 2.86499, 3.57565], [4.86933, 0.13260, 3.32271], [6.56454, 0.69631, 3.37506], [5.83745, -0.00528, 1.94307], [4.32727, 2.06059, 1.75152], [5.92213, 2.57597, 1.82483], [5.68058, 3.19261, 3.91639], [2.61379, -0.79779, 6.12110], [1.65996, -0.02891, 7.00057], [2.28487, 0.12536, 8.26024], [3.51364, -0.20048, 5.97439], [2.14571, -1.21439, 5.22876], [2.96102, -1.71979, 6.59476], [0.74805, -0.62805, 7.08507], [1.40784, 0.93507, 6.55357], [1.73348, 0.56218, 8.91325], [-5.33174, -3.47624, 1.26402], [-4.02918, -3.54790, 0.50285], [-3.28170, -2.33986, 0.74973], [-5.95130, -4.32484, 0.96844], [-5.87646, -2.55631, 1.05527], [-5.23266, -3.56255, 2.34666], [-4.23365, -3.62850, -0.56603], [-3.49672, -4.47015, 0.73678], [-3.87063, -1.59620, 0.52937], [6.08429, -3.12397, 0.12251], [5.03300, -4.13682, 0.57333], [5.57488, -5.02529, 1.52748], [6.88665, -3.63299, -0.41049], [6.42923, -2.61248, 1.02115], [5.68966, -2.37772, -0.56930], [4.66076, -4.69265, -0.29272], [4.15207, -3.62889, 0.96581], [6.01317, -5.76205, 1.09578], [0.38698, 4.28913, 4.90691], [1.28955, 3.65112, 3.88547], [2.36996, 4.50881, 3.63594], [-0.12218, 5.12630, 4.42789], [0.94516, 4.67681, 5.76042], [-0.33752, 3.59226, 5.33217], [0.65152, 3.50666, 3.00778], [1.66334, 2.68267, 4.22732], [3.13895, 3.95190, 3.46986], [-3.53454, 1.10630, -5.34825], [-3.49752, -0.34878, -4.94291], [-2.91979, -1.13650, -5.98903], [-4.18347, 1.64785, -4.65760], [-3.91653, 1.23376, -6.35999], [-2.51765, 1.49702, -5.29828], [-4.47429, -0.78721, -4.74025], [-2.86498, -0.45601, -4.05667], [-1.96569, -0.97795, -6.04918], [4.19795, 1.04522, -1.35412], [3.15484, 1.85540, -2.09826], [2.81344, 1.18886, -3.31581], [4.32940, 1.49156, -0.36772], [5.11992, 0.92932, -1.92556], [3.89076, 0.01758, -1.15521], [3.56811, 2.82820, -2.37838], [2.29823, 2.08843, -1.46989], [3.61110, 1.10615, -3.84461], [-3.83121, 2.18563, 4.14738], [-4.05654, 3.61152, 3.73938], [-5.08898, 4.17566, 4.50865], [-3.47266, 2.05278, 5.17187], [-3.07710, 1.69659, 3.52920], [-4.70710, 1.53503, 4.19567], [-4.35371, 3.63769, 2.68692], [-3.15051, 4.20709, 3.87224], [-5.00909, 5.13033, 4.55782], [4.16232, -2.23678, -3.16370], [4.76240, -3.06379, -4.29293], [6.11685, -3.36835, -3.91083], [3.93257, -2.88947, -2.32163], [3.30874, -1.67295, -3.54828], [4.78954, -1.42785, -2.78609], [4.75067, -2.47003, -5.20909], [4.33432, -4.05572, -4.42129], [6.59309, -2.53319, -3.90581], [0.56426, -1.61605, -4.59804], [0.26446, -0.26521, -5.21387], [-0.31687, -0.42614, -6.48832], [-0.27161, -2.30088, -4.75010], [0.72301, -1.54048, -3.52031], [1.45530, -2.08595, -5.01625], [1.12819, 0.39927, -5.23801], [-0.43663, 0.21454, -4.52218], [0.12746, 0.14283, -7.12051], [-1.48962, -3.69384, -2.19344], [-0.39453, -3.16420, -1.27118], [-0.72234, -3.61484, 0.05147], [-1.52338, -4.76674, -1.98496], [-1.28696, -3.55156, -3.25291], [-2.46076, -3.28307, -1.92638], [-0.42112, -2.07572, -1.29147], [0.60100, -3.50379, -1.55324], [-0.65637, -4.57632, 0.04566]], "forces_ev_per_a": [[-1.0, -0.7, 1.3], [-0.6, -0.5, -0.3], [0.3, 0.5, 0.5], [0.0, 0.3, 0.5], [0.5, -0.5, 0.0], [-1.1, 1.1, 1.2], [0.0, -2.0, -1.0], [0.6, -0.3, -0.7], [-0.9, 4.0, -1.3], [5.6, 1.3, 2.3], [-1.1, -1.4, -0.1], [-0.9, -0.7, -1.4], [-1.3, 1.5, 0.5], [0.2, -0.6, 0.1], [0.2, -0.5, 0.0], [0.2, -0.1, -0.4], [-0.4, -0.9, 0.2], [0.0, 0.6, -0.9], [0.2, -0.2, 0.9], [0.1, 0.2, -0.1], [-0.1, 0.0, -0.2], [-0.1, 0.0, 0.0], [-0.1, 0.1, -0.2], [0.0, -0.1, -0.1], [0.3, 0.0, 0.4], [-0.1, 1.0, 0.0], [0.7, -1.1, -0.9], [-0.5, 0.2, 0.5], [-0.1, -0.1, 0.2], [-0.1, -0.2, 0.2], [0.1, -0.1, -0.1], [0.0, -0.1, -0.1], [-0.2, 0.4, 0.3], [0.2, 0.1, -0.1], [-0.5, -0.4, 0.4], [0.4, -0.2, -1.3], [0.1, -0.3, -0.2], [0.1, 0.2, 0.4], [-0.1, 0.0, 0.1], [0.2, 0.5, -0.5], [-0.5, -0.2, 0.5], [0.3, 0.1, 0.2], [-0.1, 0.1, 0.3], [0.5, -0.6, 0.3], [-0.3, -0.5, 0.0], [0.4, -0.1, 0.1], [-0.1, 0.0, -0.6], [0.0, 0.8, -0.4], [-0.1, 0.2, 0.6], [-0.2, 0.2, 0.2], [0.0, 0.1, 0.0], [-0.2, 0.1, -0.2], [-0.4, -0.5, 0.2], [-1.2, -0.2, -0.2], [-0.3, -1.0, -0.2], [-0.1, 0.1, -0.1], [0.0, 0.0, -0.1], [0.3, 0.1, 0.0], [0.0, 0.2, -0.1], [0.6, 0.4, 0.4], [-0.1, 0.8, 0.2], [-0.4, -0.1, 0.1], [0.3, 0.0, -1.1], [-0.4, 0.1, 0.5], [0.2, 0.0, 0.3], [0.4, 0.0, -0.1], [-0.2, 0.0, 0.0], [0.0, -0.1, -0.1], [0.2, -0.1, 0.5], [0.0, 0.1, -0.2], [-0.1, 0.3, 0.6], [-0.5, -0.3, 0.4], [0.3, 0.2, -0.4], [-0.2, 0.0, 0.2], [0.2, 0.0, -0.1], [-0.2, -0.1, -0.3], [0.4, -0.3, -0.4], [-0.1, -0.1, 0.0], [0.3, 0.2, 0.0], [-0.3, 0.0, 0.3], [0.9, -0.5, -0.9], [-0.4, -0.4, 0.4], [0.1, 0.3, 0.0], [0.0, -0.1, 0.0], [-0.1, 0.2, -0.1], [-0.1, 0.1, 0.0], [-0.2, 0.0, 0.4], [-0.3, 0.3, -0.3], [-0.4, -0.2, 0.5], [1.1, 0.1, -0.5], [-1.0, -0.2, 0.1], [0.6, 0.1, -0.1], [0.2, 0.5, 0.2], [-0.4, 0.1, -0.2], [0.1, 0.1, 0.2], [-0.3, -0.6, -0.4], [0.1, 0.1, 0.1], [0.5, -1.1, 0.9], [-0.1, 0.2, -0.2], [-0.6, -0.1, 0.6], [0.3, 0.6, 0.1], [-0.1, 0.1, -0.2], [-0.4, 0.4, -0.7], [0.2, 0.0, -0.1], [0.2, -0.2, -0.2], [0.1, 0.0, -0.1], [-0.8, 0.0, -0.4], [1.4, 0.6, 1.0], [0.0, -0.1, -0.5], [-0.3, 0.2, 0.1], [-0.5, -0.4, 0.4], [0.6, -0.3, -0.2], [-0.1, -0.3, -0.3], [-0.5, 0.3, -0.1], [0.2, -0.1, 0.1], [0.4, -0.4, 0.0], [0.1, 0.1, 1.0], [0.2, 0.0, -0.2], [-0.1, 0.1, -0.2], [0.1, 0.2, 0.0], [0.0, 0.0, -0.1], [0.1, -0.2, 0.0], [-0.3, 0.3, -0.2], [-0.1, 0.0, -0.1], [0.5, -0.5, 0.4], [-0.8, 0.5, -1.6], [0.7, -1.1, 0.1], [-0.2, -0.2, -0.4], [0.0, 0.1, 0.1], [0.0, 0.2, -0.1], [0.2, 0.0, 0.4], [0.0, 0.0, 0.1], [0.0, -0.1, 0.2]], "lowdin_charge": [1.517, -0.623, 0.099, 0.183, 0.164, 0.688, -0.229, -0.331, -0.451, 0.568, -0.264, -0.269, -0.675, 0.136, 0.168, 0.114, -0.062, -0.276, -0.104, 0.081, 0.044, 0.071, 0.112, 0.123, 0.111, -0.088, -0.343, -0.064, 0.082, 0.067, 0.069, 0.080, 0.118, 0.084, -0.075, -0.308, -0.066, 0.065, 0.079, 0.058, 0.089, 0.115, 0.101, -0.094, -0.332, -0.071, 0.076, 0.056, 0.076, 0.105, 0.103, 0.085, -0.058, -0.274, -0.223, 0.094, 0.075, 0.088, 0.110, 0.117, 0.054, -0.071, -0.329, -0.061, 0.080, 0.074, 0.049, 0.107, 0.079, 0.089, -0.092, -0.344, -0.066, 0.073, 0.077, 0.065, 0.093, 0.103, 0.039, -0.072, -0.325, -0.088, 0.052, 0.087, 0.071, 0.105, 0.083, 0.023, -0.079, -0.286, -0.093, 0.061, 0.082, 0.040, 0.116, 0.090, 0.081, -0.088, -0.323, -0.065, 0.077, 0.045, 0.076, 0.087, 0.115, 0.086, -0.092, -0.283, -0.093, 0.063, 0.047, 0.056, 0.109, 0.115, 0.077, -0.066, -0.297, -0.067, 0.065, 0.060, 0.075, 0.111, 0.093, 0.110, -0.032, -0.274, -0.200, 0.089, 0.076, 0.065, 0.080, 0.126, 0.121], "total_charge": 1}

=====

Entry 3:
{"formula": "C6H15NO2", "method": "ωB97M-V with the def2-TZVPD basis set", "species": ["C", "C", "C", "N", "H", "H", "H", "H", "H", "H", "H", "H", "H", "C", "C", "C", "O", "O", "H", "H", "H", "H", "H", "H"], "coordinates": [[0.60367, -0.10613, 0.75641], [1.54692, -1.27745, 0.78449], [1.25909, 1.24346, 0.60143], [-0.37759, -0.08502, 1.84091], [-0.74293, -0.05708, -0.13794], [0.01865, 0.30660, 2.69339], [-0.69682, -1.02409, 2.05610], [2.24940, -1.24549, -0.05081], [0.52479, 2.04032, 0.47746], [2.12648, -1.27689, 1.71702], [0.99722, -2.21927, 0.71436], [1.93116, 1.25645, -0.25626], [1.86580, 1.47746, 1.48936], [-2.18677, 0.25751, -0.53389], [0.18675, 0.06756, -2.18015], [-0.43485, -0.73007, -1.06649], [-2.19688, 1.47371, 0.12754], [-0.63808, -1.93248, -1.06977], [-1.86745, 1.28732, 1.02514], [-2.52037, 0.37671, -1.55989], [-2.67046, -0.57582, -0.02115], [1.22942, -0.23134, -2.30751], [-0.34244, -0.16477, -3.10652], [0.13529, 1.13882, -1.99323]], "forces_ev_per_a": [[-0.4, -0.2, -0.5], [0.0, 0.0, 0.0], [0.0, 0.0, 0.0], [0.1, 0.0, 0.0], [-0.1, 0.3, 0.4], [0.0, 0.0, -0.1], [0.1, 0.0, 0.0], [0.0, 0.0, 0.0], [0.0, 0.0, 0.0], [0.0, 0.0, 0.0], [0.0, 0.0, 0.0], [0.0, 0.0, 0.0], [0.0, 0.0, 0.0], [0.6, -0.2, 0.0], [0.0, 0.0, 0.1], [0.0, 0.1, 0.2], [0.1, -0.1, 0.0], [0.0, 0.2, 0.1], [0.0, 0.0, -0.1], [0.0, 0.0, 0.0], [0.0, 0.0, 0.0], [0.0, 0.0, 0.0], [0.0, 0.0, 0.0], [0.0, 0.0, 0.0]], "lowdin_charge": [-0.479, -0.066, -0.064, 0.047, 0.077, 0.092, 0.097, 0.085, 0.078, 0.087, 0.078, 0.078, 0.086, -0.128, -0.023, -0.520, -0.069, -0.005, 0.071, 0.108, 0.107, 0.088, 0.092, 0.084], "e_above_lowest_kcal_mol": 118.05, "total_charge": 0}

=====

| no. | E_HOMO (hartree) |
| --- | --- |
| 1 | -0.3072 |
| 2 | -0.4049 |
| 3 | -0.2674 |